## one
30
Properties=species:S:1:pos:R:3 method="wB97M-V/def2-TZVPD" homo_ev=-9.78 charge=0 smiles=O.O.O.O.O.O.O.O.O.O mol_weight_g_mol=180.15 orbital_gap_ev=9.826
O 3.58104 1.40367 -0.28359
H 3.81525 1.68167 -1.27767
H 2.69425 1.43224 -0.39299
O 0.00870 -1.30296 -0.65040
H 0.24184 -2.08779 -1.19690
H 0.14274 -0.63755 -1.12212
O -0.37739 0.18359 2.78844
H -0.26042 0.78044 3.54153
H 0.58759 0.19068 2.54833
O -2.18609 -2.33101 -1.56941
H -2.09707 -3.21591 -1.04635
H -2.49914 -1.63812 -0.99994
O -2.37477 1.72750 0.66649
H -2.53595 0.76042 0.78064
H -2.00573 2.13330 1.43259
O 2.84997 -1.69184 3.17995
H 2.73373 -1.13680 2.41101
H 2.06161 -2.21819 3.15969
O -2.30507 1.35214 -1.84801
H -1.50895 1.66813 -1.97883
H -2.85761 2.07964 -1.64450
O 0.39100 3.26195 -0.24507
H 0.08036 4.08029 -0.63567
H -0.44498 2.71236 0.23205
O -0.78933 -3.51402 0.53986
H -0.59627 -4.32891 1.09363
H -0.92767 -2.86529 1.32392
O 1.31410 0.78243 -2.55488
H 1.07341 1.48974 -3.22157
H 1.40574 0.14801 -3.19387

=====

## two
30
Properties=species:S:1:pos:R:3 method="wB97M-V/def2-TZVPD" homo_ev=-11.30 charge=0 smiles=O.O.O.O.O.O.O.O.O.O mol_weight_g_mol=180.15 orbital_gap_ev=10.737
O 0.26155 -0.41418 -1.13831
H -0.49837 -0.51607 -0.55423
H 0.89328 -1.06756 -0.81737
O -2.47433 -2.26392 -2.40977
H -2.23699 -1.83169 -3.23793
H -2.18961 -1.64203 -1.73067
O -3.23237 0.38384 1.52823
H -2.67591 1.09959 1.20103
H -3.86696 0.23667 0.81785
O 0.55099 2.73844 0.84345
H -0.08524 2.15330 1.26984
H 0.01019 3.45048 0.48355
O 3.13913 1.94020 -0.88859
H 2.59006 1.94341 -1.68074
H 3.43368 2.85399 -0.80371
O -2.56744 2.13649 -0.03003
H -3.12283 2.91151 -0.17101
H -1.72545 2.50176 0.26427
O 0.34718 -0.54074 1.54980
H -0.07807 0.10948 0.97939
H 0.79000 -1.13735 0.93583
O -4.76812 -2.16193 0.02779
H -5.17944 -1.47041 -0.50288
H -4.41560 -1.69248 0.79221
O 3.66610 -2.69133 2.96754
H 3.71492 -1.73682 3.09211
H 3.49237 -2.79629 2.02531
O 5.71794 -1.06903 -1.67280
H 5.63725 -0.12867 -1.86828
H 4.87206 -1.29864 -1.27186

=====

Most favorable structure: two. The second most favorable one is 29.0 kcal/mol above it.

=====

## one
30
Properties=species:S:1:pos:R:3 method="wB97M-V/def2-TZVPD" homo_ev=-10.62 charge=0 smiles=O.O.O.O.O.O.O.O.O.O mol_weight_g_mol=180.15 orbital_gap_ev=10.197
O 1.32459 -1.01780 0.81879
H 1.32368 -0.11110 0.35050
H 0.53292 -1.09243 1.34371
O -3.37507 -1.41341 -0.30493
H -3.06168 -2.22772 -0.79610
H -3.06668 -1.53438 0.60887
O 1.56932 -1.98234 -1.10912
H 1.02942 -2.24253 -0.30078
H 1.71746 -2.73259 -1.67665
O -1.51274 2.52861 3.79498
H -1.70537 2.35084 2.90730
H -2.26669 2.05256 4.19429
O 2.38574 0.59021 -1.80072
H 3.36485 0.33988 -1.55820
H 2.24376 0.10985 -2.61560
O 0.98140 3.47567 -2.40114
H 0.85404 2.57862 -2.88357
H 0.10830 3.85492 -2.56954
O -2.24050 0.39757 -2.76838
H -1.75153 -0.35272 -3.02900
H -2.30865 0.16138 -1.80634
O -2.68660 -3.65763 3.74978
H -3.27146 -3.50178 3.06810
H -1.90146 -3.39358 3.21946
O -0.62809 2.13669 -0.10061
H 0.01452 2.85965 -0.10997
H -1.37334 2.52565 -0.65460
O 4.39981 -0.56722 0.87873
H 4.36910 0.22880 1.44798
H 4.93096 -0.36364 0.10277

=====

## two
30
Properties=species:S:1:pos:R:3 method="wB97M-V/def2-TZVPD" homo_ev=-6.57 charge=0 mol_weight_g_mol=180.15 orbital_gap_ev=4.948
O -2.49321 -1.39631 -0.62707
H -1.59606 -1.13690 -0.83699
H -3.03729 -0.88471 -1.22580
O -0.91734 -0.98990 -1.95079
H -0.37445 -0.22473 -2.14057
H -0.31262 -1.73048 -1.99641
O 0.95178 1.26736 1.28218
H 1.13702 2.16949 1.54311
H 0.01234 1.25865 1.09887
O 0.49579 -0.56903 0.14949
H 0.00508 -0.53948 -0.67183
H 0.70051 0.34645 0.33980
O 1.80055 -0.22047 2.38471
H 2.65904 0.19056 2.48611
H 1.22898 0.48767 2.08793
O 0.29380 0.62197 -2.27495
H 1.22015 0.69976 -2.50312
H -0.11319 1.40048 -2.65509
O 0.23772 -1.29358 1.91457
H 0.07461 -0.80559 1.10742
H -0.57500 -1.21083 2.41345
O -0.89545 0.88995 1.06878
H -1.13213 1.05713 0.15649
H -1.73395 0.81127 1.52371
O -1.48942 1.46358 -0.69514
H -0.95099 1.01549 -1.34747
H -1.57701 2.35652 -1.02867
O 2.15431 -1.85503 0.47959
H 1.50570 -1.20859 0.20093
H 2.72086 -1.97074 -0.28322

=====

Most favorable structure: one. The second most favorable one is 425.1 kcal/mol above it.

=====

## one
30
Properties=species:S:1:pos:R:3 method="wB97M-V/def2-TZVPD" homo_ev=-10.23 charge=0 smiles=O.O.O.O.O.O.O.O.O.O mol_weight_g_mol=180.15 orbital_gap_ev=9.752
O 2.13525 -0.40852 2.39256
H 2.58746 -1.09813 2.89751
H 2.02702 0.32416 3.01259
O -2.32455 -0.67127 -2.60957
H -2.45720 0.01644 -1.94100
H -2.30107 -0.20385 -3.45040
O -0.23164 -0.07440 0.17725
H -0.73799 0.53768 -0.37412
H 0.44557 0.47774 0.59720
O -2.50987 -1.93636 0.75281
H -2.02676 -1.11262 0.89360
H -2.46803 -2.07842 -0.20131
O 0.55028 -2.95570 1.90730
H 0.82945 -2.24242 2.48797
H 0.16649 -2.50959 1.14070
O -3.40591 1.30453 -0.72128
H -3.98393 1.89683 -1.21719
H -3.17417 1.79174 0.07498
O 1.49416 -2.20870 -1.77283
H 2.31884 -1.92888 -2.17851
H 1.35630 -1.57471 -1.06226
O 3.24819 -0.46980 -0.17249
H 2.72545 -0.35755 0.65079
H 4.16185 -0.52025 0.12451
O -0.90225 3.03557 -0.47092
H -1.64915 3.47608 -0.05374
H -0.85746 3.41539 -1.35713
O 1.77507 2.10797 0.52588
H 2.31486 1.74127 -0.19138
H 0.89378 2.22578 0.13847

=====

## two
30
Properties=species:S:1:pos:R:3 method="wB97M-V/def2-TZVPD" homo_ev=-8.67 charge=0 mol_weight_g_mol=180.15 orbital_gap_ev=8.735
H 0.20425 -0.41127 0.26506
H -1.30717 -0.47055 0.11630
H 3.29281 2.48986 1.47988
H 1.79929 2.69966 1.66808
H -0.40698 -3.79439 -2.79965
H -0.31386 -2.35019 -3.26402
H 2.27795 0.31604 -2.92398
H 2.01614 1.15447 -1.68360
H 0.57920 -2.72521 2.55967
H 0.37539 -1.43304 3.33350
H -3.42527 3.64881 1.94670
H -3.39580 2.20422 2.41820
H -2.17803 -2.87637 -1.86427
H -2.73334 -3.64945 -0.67936
H -3.00356 1.03604 1.20093
H -3.16121 1.02038 -0.31067
H 1.58953 3.45335 -2.01965
H 1.12783 2.92785 -0.67030
H 4.13366 -1.57570 1.38946
H 3.41580 -1.34787 0.06930
O -0.49840 -0.33574 -0.39035
O 2.44023 2.28469 1.07988
O -0.10739 -2.92303 -2.51689
O 1.87863 0.27275 -2.04782
O 0.24316 -2.38567 3.39680
O -3.27712 2.74974 1.63251
O -2.78447 -2.79361 -1.11972
O -2.97518 1.61104 0.42791
O 0.82585 3.06891 -1.57468
O 3.36807 -1.86575 0.88079

=====

Most favorable structure: one. The second most favorable one is 107.4 kcal/mol above it.